Entry 1:
The following is a DFT calculation (ωB97M-V/def2-TZVPD) of a molecular structure, C19H31OPbSi in a non-equilibrium geometry.

Results
**Max |F|**: 7.56 eV/Å
**Net charge**: -1
**LUMO level**: 0.059 hartree

Geometry as XYZ:
```
53
Properties=species:S:1:pos:R:3:nbo_charge:R:1
Pb -0.614 0.371 0.383 1.352
C 0.010 -1.743 2.578 -0.393
C -1.037 -2.369 1.823 -0.385
C -0.467 -2.909 0.646 -0.362
H -2.079 -2.476 2.140 0.207
C 0.930 -2.608 0.665 -0.335
C 1.221 -1.885 1.847 -0.338
H 2.205 -1.557 2.178 0.208
H -0.097 -1.309 3.582 0.206
H -0.984 -3.512 -0.098 0.194
H 1.662 -2.944 -0.086 0.200
C 1.242 2.915 -0.171 -0.389
C 2.141 2.083 0.564 -0.362
C 2.630 1.080 -0.324 -0.328
H 2.450 2.234 1.603 0.205
C 2.044 1.282 -1.594 -0.351
C 1.180 2.409 -1.501 -0.372
H 0.619 2.865 -2.334 0.198
H 0.758 3.821 0.199 0.202
H 3.387 0.331 -0.076 0.203
H 2.275 0.732 -2.507 0.189
O -2.972 -0.283 -0.578 -0.574
C -0.667 -1.469 -4.284 0.112
C -1.933 -1.569 -3.713 -0.470
C 0.309 -2.294 -3.492 -0.661
C -0.330 -0.038 -4.646 -0.660
C -3.085 -0.825 -1.734 0.244
H -2.297 -2.545 -3.438 0.192
H -2.718 -1.002 -4.267 0.180
H -3.619 -0.290 -2.607 0.146
H -3.268 -1.940 -1.706 0.144
H 0.816 -3.059 -4.084 0.209
H -0.226 -2.749 -2.657 0.230
H 1.007 -1.607 -3.021 0.240
H -0.132 0.126 -5.689 0.211
H 0.510 0.234 -4.004 0.241
H -1.136 0.610 -4.297 0.219
C -3.160 0.468 3.476 -1.121
Si -2.539 1.943 2.516 1.651
C -3.765 3.348 2.635 -1.112
C -0.811 2.436 2.968 -1.152
C -2.614 1.448 0.743 -1.578
H -3.370 0.783 4.515 0.220
H -2.459 -0.384 3.521 0.252
H -4.108 0.088 3.052 0.232
H -3.898 3.659 3.680 0.207
H -3.429 4.219 2.053 0.231
H -4.749 3.046 2.241 0.229
H -0.083 1.597 3.023 0.251
H -0.390 3.199 2.280 0.254
H -0.853 2.890 3.981 0.228
H -3.615 0.972 0.761 0.227
H -2.591 2.207 -0.056 0.229
```



Entry 2:
The following is a DFT calculation (ωB97M-V/def2-TZVPD) of a molecular structure, C8H24F6N13O11S2V in a non-equilibrium geometry.

Results
**Max |F|**: 6.50 eV/Å
**Net charge**: +1
**Multiplicity**: 2
**LUMO level (alpha / beta)**: -0.104 / -0.103 hartree
**Expectation value of S²**: 0.80

Geometry as XYZ:
```
65
Properties=species:S:1:pos:R:3:nbo_charge:R:1
O -0.129 0.752 -1.081 -0.392
V 0.493 -0.451 -0.216 1.431
C -2.288 -3.543 1.105 0.815
F -2.143 -4.361 0.054 -0.311
F -3.366 -3.904 1.759 -0.273
F -1.211 -3.672 1.856 -0.323
S -2.572 -1.727 0.343 2.068
O -2.471 -1.863 -1.101 -0.880
O -3.888 -1.246 0.854 -0.864
N -1.192 -0.761 0.913 -1.150
S -1.497 -0.516 2.419 2.180
O -2.404 -1.378 3.137 -0.899
O -0.224 -0.411 3.114 -0.933
C -2.300 1.271 2.359 0.784
F -2.404 1.630 3.590 -0.290
F -1.559 2.131 1.683 -0.301
F -3.482 1.223 1.790 -0.309
C 3.346 0.239 -1.902 0.798
O 2.315 -0.136 -1.397 -0.669
N 3.472 0.579 -3.152 -0.799
N 4.519 0.068 -1.331 -0.802
H 4.356 1.001 -3.398 0.396
H 2.709 0.460 -3.802 0.423
H 5.243 0.304 -1.994 0.388
H 4.701 -0.121 -0.356 0.408
C -3.659 1.938 -1.769 0.770
O -2.605 2.399 -1.295 -0.738
N -4.119 2.118 -2.988 -0.817
N -4.396 1.051 -1.182 -0.807
H -4.833 1.477 -3.304 0.386
H -3.484 2.554 -3.641 0.406
H -4.179 0.676 -0.270 0.424
H -5.243 0.719 -1.621 0.382
C 0.637 -2.982 -2.265 0.797
O 0.513 -2.158 -1.389 -0.676
N 0.710 -4.211 -1.988 -0.762
N 0.619 -2.804 -3.521 -0.777
H 1.056 -4.651 -2.830 0.386
H 0.880 -4.443 -1.020 0.423
H 0.766 -1.901 -3.948 0.416
H 0.650 -3.601 -4.141 0.396
C 2.172 -2.674 1.614 0.799
O 1.804 -1.628 1.183 -0.685
N 3.443 -3.019 1.494 -0.813
N 1.483 -3.670 2.007 -0.795
H 3.566 -4.003 1.687 0.382
H 4.150 -2.392 1.138 0.408
H 2.045 -4.422 2.379 0.391
H 0.507 -3.533 2.229 0.435
C 1.975 1.839 1.644 0.799
O 1.183 1.213 0.960 -0.679
N 3.163 1.403 1.854 -0.808
N 1.718 2.997 2.147 -0.776
H 3.843 1.738 2.521 0.408
H 3.376 0.597 1.285 0.391
H 2.373 3.218 2.884 0.391
H 0.862 3.499 1.960 0.451
C -0.809 4.964 0.706 0.743
O -0.100 5.663 1.405 -0.704
N -2.115 4.838 0.750 -0.834
N -0.386 4.230 -0.260 -0.834
H -2.639 5.373 1.428 0.399
H -2.602 4.253 0.086 0.412
H -0.963 3.582 -0.778 0.431
H 0.613 4.182 -0.396 0.385
```



Entry 3:
The following is a DFT calculation (ωB97M-V/def2-TZVPD) of a molecular structure, C28H47BrNNiOP3 in a non-equilibrium geometry.

Results
**Max |F|**: 3.06 eV/Å
**Net charge**: +2
**Multiplicity**: 3
**LUMO level (alpha / beta)**: -0.261 / -0.350 hartree
**Expectation value of S²**: 2.09

Geometry as XYZ:
```
82
Properties=species:S:1:pos:R:3:mulliken_spin:R:1
C 1.439 -1.223 -9.290 0.000
C 2.454 -1.125 -8.319 0.000
C 3.798 -1.264 -8.722 0.000
C 4.070 -1.467 -10.083 0.000
N 3.089 -1.539 -10.977 0.000
C 1.809 -1.427 -10.627 0.000
C 2.158 -0.903 -6.928 0.001
C 1.843 -0.737 -5.761 -0.009
C 1.510 -0.702 -4.406 0.011
C 0.523 0.180 -3.956 0.003
C 0.298 0.294 -2.573 0.062
C 1.112 -0.488 -1.755 -0.212
C 2.013 -1.457 -2.205 -0.019
C 2.230 -1.563 -3.564 0.019
Ni 1.866 0.078 -0.145 1.047
P 1.547 2.184 -0.086 0.052
H 4.610 -1.224 -8.004 0.000
H 0.382 -1.150 -9.025 0.000
H 5.106 -1.570 -10.426 0.000
H 1.047 -1.499 -11.413 0.000
H 2.954 -2.262 -3.970 -0.003
H -0.028 0.784 -4.683 -0.001
H 2.511 -2.113 -1.506 -0.003
H -0.466 0.941 -2.155 -0.016
C 1.504 2.622 1.696 0.003
C 2.301 3.852 2.098 0.007
H 1.853 1.730 2.235 -0.007
H 0.438 2.737 1.948 0.001
H 2.161 4.042 3.166 0.000
H 3.375 3.722 1.935 0.000
H 1.984 4.755 1.567 0.000
C 3.165 2.581 -0.827 0.034
C 3.147 3.422 -2.098 0.012
H 3.638 1.606 -1.052 -0.016
H 3.770 3.048 -0.040 0.003
H 4.157 3.443 -2.518 0.000
H 2.483 3.010 -2.864 -0.001
H 2.854 4.459 -1.901 0.001
C 0.255 3.227 -0.865 0.019
C 0.268 4.694 -0.461 0.002
H -0.715 2.757 -0.619 0.001
H 0.377 3.125 -1.953 -0.002
H -0.464 5.235 -1.068 0.000
H -0.014 4.828 0.588 0.000
H 1.240 5.167 -0.631 0.000
Br 0.687 -1.805 0.495 0.019
P 5.454 -1.496 0.771 0.645
C 5.216 0.319 0.769 0.061
C 6.136 1.001 1.783 0.018
H 4.152 0.529 0.984 0.043
H 5.425 0.686 -0.246 -0.008
H 6.176 2.083 1.607 0.001
H 5.780 0.847 2.812 -0.001
H 7.159 0.612 1.714 -0.003
C 3.987 -2.169 1.638 0.072
C 4.282 -3.520 2.289 0.022
H 3.141 -2.259 0.935 0.037
H 3.678 -1.432 2.396 -0.007
H 3.455 -3.809 2.948 0.000
H 4.397 -4.311 1.538 0.000
H 5.198 -3.472 2.892 -0.004
C 5.255 -1.973 -0.995 0.071
C 6.598 -2.075 -1.730 0.020
H 4.600 -1.246 -1.489 0.035
H 4.745 -2.948 -1.007 -0.009
H 6.454 -2.571 -2.700 0.000
H 7.023 -1.082 -1.929 0.000
H 7.329 -2.659 -1.159 -0.004
C -4.586 0.292 -1.632 0.000
P -3.383 0.563 -0.295 0.000
C -4.329 1.299 1.049 0.000
C -2.833 -1.065 0.242 0.001
O -2.254 1.443 -0.737 0.000
H -5.540 -0.051 -1.210 0.000
H -4.185 -0.456 -2.327 0.000
H -4.727 1.241 -2.166 0.000
H -5.315 0.831 1.121 0.000
H -3.776 1.164 1.984 0.000
H -4.436 2.370 0.853 0.000
H -2.227 -1.517 -0.551 0.000
H -2.187 -0.945 1.120 0.000
H -3.692 -1.708 0.482 0.000
```



Entry 4:
The following is a DFT calculation (ωB97M-V/def2-TZVPD) of a gas-phase ion, C7H11N5O (charge +2) in a non-equilibrium geometry.

Results
**Max |F|**: 6.09 eV/Å
**Net charge**: +2
**LUMO level**: -0.314 hartree
**SMILES string**: C[N+](C)=C(N)/[NH+]=C1/NC=NC1=C=O

Geometry as XYZ:
```
24
Properties=species:S:1:pos:R:3:nbo_charge:R:1
C -2.148 -0.269 -1.531 -0.476
N -1.838 -0.603 -0.205 -0.311
C -2.676 -1.583 0.444 -0.461
C -0.667 -0.193 0.314 0.701
N -0.306 -0.521 1.586 -0.746
N 0.142 0.715 -0.400 -0.586
C 1.409 0.988 -0.146 0.348
N 2.040 2.135 -0.493 -0.482
C 3.330 2.116 -0.003 0.218
N 3.630 0.957 0.561 -0.364
C 2.450 0.275 0.489 -0.106
C 2.595 -1.218 1.075 0.924
O 2.787 -2.272 1.414 -0.224
H -2.834 -1.095 -1.948 0.262
H -2.845 0.535 -1.774 0.262
H -1.409 -0.102 -2.233 0.226
H -2.783 -1.414 1.566 0.246
H -3.665 -1.549 -0.002 0.270
H -2.497 -2.556 0.110 0.251
H 0.359 0.012 2.062 0.432
H -0.806 -1.213 1.928 0.422
H -0.050 1.199 -1.292 0.459
H 1.677 2.721 -1.187 0.448
H 4.105 2.936 -0.336 0.288
```



Entry 5:
The following is a DFT calculation (ωB97M-V/def2-TZVPD) of a single C2O3S molecule in a non-equilibrium geometry.

Results
**Max |F|**: 10.28 eV/Å
**Net charge**: 0
**LUMO level**: -0.081 hartree
**SMILES string**: O=C=C=S(=O)=O

Geometry as XYZ:
```
6
Properties=species:S:1:pos:R:3:nbo_charge:R:1
O 2.871 0.342 -0.095 -0.484
C 1.581 0.091 -0.003 0.700
C 0.434 -0.437 0.111 -0.832
S -1.148 -0.129 -0.037 2.206
O -2.201 -1.045 0.294 -0.781
O -1.536 1.177 -0.270 -0.810
```



Entry 6:
The following is a DFT calculation (ωB97M-V/def2-TZVPD) of 2 unconnected molecules or ions with the total composition C5H13NO in a non-equilibrium geometry.

Results
**Max |F|**: 4.29 eV/Å
**Net charge**: 0
**LUMO level**: 0.031 hartree
**SMILES string**: CC(N)=O.CCC

Geometry as XYZ:
```
20
Properties=species:S:1:pos:R:3:nbo_charge:R:1
C 0.489 -0.850 -1.972 -0.759
C 0.281 0.539 -1.535 0.665
N -1.005 0.971 -1.759 -0.835
O 1.076 1.325 -1.063 -0.593
H -0.247 -1.132 -2.732 0.223
H 0.401 -1.752 -1.371 0.264
H 1.453 -1.197 -2.391 0.252
H -1.403 1.870 -1.523 0.401
H -1.803 0.421 -2.051 0.384
C 0.344 -1.628 1.395 -0.648
C 0.247 -0.382 2.369 -0.392
C -1.082 0.402 2.264 -0.624
H 0.760 -1.309 0.460 0.222
H -0.445 -2.318 1.654 0.215
H 1.309 -2.007 1.811 0.206
H 0.497 -0.771 3.346 0.194
H 1.005 0.285 1.940 0.207
H -0.948 1.470 2.096 0.209
H -1.498 0.038 1.327 0.201
H -1.697 0.290 3.148 0.207
```



no.,E_tot (a.u.)
1,-1299.94454
2,-4198.24836
3,-6330.83204
4,-621.64567
5,-699.95946
6,-328.25860